Record 1
ORCA calculation (ωB97M-V/def2-TZVPD) on a molecular structure, C24H31FN4O.

- net charge = 0
- energy above the lowest of the compared OMol25 structures with the same formula, charge and spin (kJ/mol) = 2679.14
- gap between HOMO and LUMO (eV) = 7.1540
- E_HOMO (eV) = -7.26
- spin multiplicity = 1

Last column: Löwdin charge in e.
Geometry (Å):
O 1.321 1.135 -4.014  0.02
C 0.626 0.314 -3.401  -0.41
N 0.925 -0.350 -2.276  0.14
H 0.388 -0.875 -1.881  -0.02
C 2.169 0.418 -1.552  -0.04
H 2.836 0.839 -2.276  0.10
H 2.904 -0.709 -1.305  0.19
C 1.444 1.129 -0.468  -0.27
N 0.520 0.279 0.252  -0.02
C 1.138 -0.779 1.247  -0.15
C 1.191 -0.415 2.549  -0.18
N 0.027 0.358 3.067  -0.14
C -0.703 -0.244 3.917  -0.11
C -1.898 0.134 4.548  -0.09
C -2.820 -0.372 5.275  0.09
C -2.549 -1.947 5.315  -0.18
C -1.463 -2.497 4.810  -0.09
C -0.614 -1.863 3.972  0.04
H -0.058 -2.389 3.598  -0.06
H -1.521 -3.731 4.807  0.19
F -3.597 -2.476 6.062  0.00
H -3.550 -0.153 5.664  -0.02
H -1.990 1.180 4.479  0.09
C -0.212 1.241 2.262  -0.26
C -0.817 0.998 0.885  0.07
H -0.903 1.689 0.340  0.02
H -1.211 0.252 1.014  0.00
H -1.327 1.820 2.733  0.20
H 0.633 2.083 2.238  0.17
H 1.746 -1.148 3.322  0.20
H 2.001 0.453 2.625  0.16
H 1.993 -1.090 0.769  0.07
H 0.340 -1.656 1.258  0.17
C 2.703 1.818 0.349  -0.16
C 2.516 3.101 0.688  -0.12
C 3.279 3.549 1.478  -0.24
C 4.446 3.091 1.861  0.05
N 4.840 1.452 1.484  0.10
C 3.751 1.064 0.743  -0.21
H 3.943 -0.070 0.380  0.14
H 5.481 3.284 2.518  0.16
H 3.421 4.496 1.606  0.08
H 1.640 3.620 0.305  0.16
H 1.051 1.870 -0.945  0.09
C -0.740 -0.168 -4.261  -0.21
C -0.582 -1.674 -4.274  -0.20
C -1.817 -2.149 -4.976  -0.24
C -2.972 -1.807 -4.007  -0.25
C -3.288 -0.309 -3.849  -0.16
C -1.859 0.054 -3.367  -0.26
H -1.788 -0.363 -2.243  0.15
H -1.949 1.216 -3.030  0.15
H -4.113 -0.090 -3.017  0.17
H -3.203 0.156 -4.716  0.05
H -3.927 -2.232 -4.502  0.11
H -2.967 -2.625 -3.192  0.14
H -1.865 -3.146 -5.280  0.07
H -2.024 -1.700 -6.111  0.17
H -0.521 -2.335 -3.497  0.08
H 0.373 -2.171 -4.960  0.19
H -0.797 0.436 -5.021  0.09


Record 2
ORCA calculation (ωB97M-V/def2-TZVPD) on a molecular structure, C44H44F4N5O8S2TeZr.

- net charge = -1
- energy above the lowest of the compared OMol25 structures with the same formula, charge and spin (kJ/mol) = 121.00
- gap between HOMO and LUMO (eV) = 7.1619
- E_HOMO (eV) = -5.00
- spin multiplicity = 1

Last column: Löwdin charge in e.
Geometry (Å):
Zr 1.499 0.081 0.938  1.86
C 1.600 0.346 -2.564  -0.09
N 0.579 -0.096 -1.603  -0.28
C -0.671 0.608 -1.935  -0.09
C 0.337 -1.534 -1.773  -0.20
C 1.574 -2.347 -1.478  -0.22
N 2.277 -1.832 -0.315  -0.07
C 3.523 -2.304 -0.096  -0.19
C 4.212 -1.806 1.015  -0.16
F 3.492 -0.923 1.770  -0.05
C 5.467 -2.155 1.419  -0.23
F 5.972 -1.617 2.536  0.10
C 6.199 -3.077 0.698  0.05
C 5.562 -3.617 -0.399  -0.23
F 6.210 -4.536 -1.136  0.07
C 4.281 -3.277 -0.787  -0.13
F 3.775 -3.943 -1.851  0.06
H 1.247 0.172 -3.586  0.10
H 2.534 -0.182 -2.405  0.08
H 1.802 1.400 -2.423  0.05
H -0.997 0.346 -2.949  0.10
H -0.507 1.672 -1.877  0.01
H -1.445 0.338 -1.231  0.07
H 0.025 -1.741 -2.803  0.13
H -0.492 -1.807 -1.133  0.09
H 2.216 -2.323 -2.357  0.11
H 1.269 -3.390 -1.344  0.12
H 7.203 -3.362 0.977  0.13
C 2.529 -1.573 4.263  -0.16
N 1.668 -0.707 3.465  -0.01
C 1.028 0.194 4.111  -0.10
C 0.127 1.111 3.490  -0.33
C -0.724 2.002 4.125  -0.05
C -1.489 2.607 3.115  -0.09
C -1.054 2.051 1.921  -0.25
N -0.067 1.151 2.125  -0.13
C 2.349 -3.065 4.067  -0.18
C 2.043 -3.631 2.830  -0.03
C 1.899 -5.007 2.701  -0.08
C 2.072 -5.841 3.800  -0.10
C 2.401 -5.286 5.030  -0.10
C 2.536 -3.909 5.158  -0.05
H 2.379 -1.351 5.321  0.11
H 3.571 -1.329 4.042  0.12
H 1.118 0.273 5.193  0.13
H -0.781 2.167 5.194  0.10
H -2.271 3.345 3.226  0.09
H -1.459 2.211 0.936  0.08
H 1.900 -2.996 1.967  0.08
H 1.652 -5.429 1.732  0.10
H 1.954 -6.914 3.698  0.09
H 2.549 -5.925 5.893  0.09
H 2.793 -3.486 6.125  0.11
O 3.689 3.097 0.261  -0.41
S 3.648 1.732 0.766  0.29
O 4.923 1.214 1.156  -0.25
O 2.968 0.833 -0.280  -0.54
O 2.589 1.609 1.874  -0.52
Te 1.069 3.229 -0.050  1.63
C 1.825 4.288 -1.740  -0.44
C 2.717 5.328 -1.500  -0.13
C 3.214 6.086 -2.552  -0.09
C 2.833 5.804 -3.859  -0.10
C 1.949 4.761 -4.104  -0.09
C 1.450 4.008 -3.046  -0.14
C -0.808 4.221 -0.525  -0.45
C -1.260 5.097 0.467  -0.16
C -2.402 5.870 0.286  -0.09
C -3.120 5.785 -0.902  -0.11
C -2.685 4.914 -1.895  -0.10
C -1.546 4.137 -1.702  -0.13
H 3.031 5.528 -0.482  0.10
H 3.901 6.901 -2.354  0.10
H 3.230 6.386 -4.682  0.09
H 1.651 4.527 -5.118  0.10
H 0.758 3.204 -3.263  0.08
H -0.704 5.169 1.396  0.09
H -2.725 6.547 1.070  0.10
H -4.007 6.390 -1.053  0.09
H -3.230 4.838 -2.829  0.10
H -1.247 3.471 -2.505  0.08
C -6.837 1.484 -3.175  -0.05
C -6.146 0.213 -2.748  -0.27
C -5.180 0.237 -1.747  -0.02
C -4.563 -0.931 -1.315  -0.04
C -4.922 -2.133 -1.904  -0.27
C -5.874 -2.181 -2.917  -0.06
C -6.478 -1.009 -3.331  -0.04
S -4.229 -3.677 -1.413  0.62
O -3.731 -4.339 -2.588  -0.30
O -5.211 -4.339 -0.599  -0.29
N -2.906 -3.307 -0.513  -0.13
C -3.074 -3.187 0.957  -0.21
C -1.772 -2.790 1.645  -0.07
C -1.120 -1.495 1.177  -0.60
O -1.797 -0.588 0.723  0.03
O 0.180 -1.479 1.286  -0.24
H -6.178 2.344 -3.059  0.07
H -7.719 1.663 -2.553  0.08
H -7.167 1.427 -4.214  0.07
H -4.892 1.186 -1.302  0.12
H -3.799 -0.891 -0.549  0.09
H -6.124 -3.130 -3.380  0.12
H -7.207 -1.039 -4.132  0.11
H -2.173 -3.955 -0.794  0.12
H -3.422 -4.131 1.372  0.11
H -3.841 -2.440 1.149  0.12
H -1.029 -3.585 1.542  0.12
H -1.970 -2.659 2.712  0.13


Record 3
ORCA calculation (ωB97M-V/def2-TZVPD) on 6 unconnected molecules or ions with the total composition C25H35F9NO15S.

- net charge = +1
- gap between HOMO and LUMO (eV) = 8.7999
- E_HOMO (eV) = -12.37
- spin multiplicity = 1

Last column: Löwdin charge in e.
Geometry (Å):
F -1.143 1.960 1.492  0.12
C -0.652 1.766 0.239  -0.46
F 0.623 2.216 0.250  0.12
C -1.488 2.524 -0.776  -0.06
C -2.998 2.541 -0.486  -0.16
C -3.805 1.568 -1.355  -0.18
C -5.151 1.159 -0.727  -0.13
C -5.120 -0.308 -0.364  -0.26
C -5.480 -1.353 -1.418  -0.09
C -5.615 -2.611 -0.545  -0.09
C -6.258 -2.025 0.669  0.01
N -6.048 -0.765 0.732  0.17
C -0.569 0.210 0.138  -0.42
F -1.826 -0.275 0.245  0.09
F 0.130 -0.249 1.167  0.15
S 0.182 -0.570 -1.434  0.78
F 0.676 0.836 -1.994  -0.13
F -1.214 -0.352 -2.199  -0.15
F -0.312 -1.986 -0.922  -0.12
F 1.570 -0.774 -0.729  -0.12
F 0.746 -1.260 -2.720  -0.09
H -1.071 3.534 -0.769  0.14
H -1.305 2.125 -1.775  0.12
H -3.374 3.553 -0.656  0.13
H -3.175 2.335 0.572  0.11
H -4.010 2.017 -2.329  0.11
H -3.205 0.672 -1.544  0.09
H -5.965 1.344 -1.430  0.10
H -5.346 1.760 0.169  0.12
H -4.127 -0.567 0.033  0.14
H -6.473 -1.113 -1.813  0.14
H -4.773 -1.402 -2.244  0.13
H -4.630 -2.992 -0.240  0.14
H -6.208 -3.427 -0.956  0.14
H -6.852 -2.560 1.400  0.16
H -6.457 -0.161 1.437  0.19
C -2.818 -4.633 3.152  -0.09
C -3.790 -3.463 3.180  -0.10
O -4.789 -3.885 2.235  -0.01
C -4.742 -5.250 2.131  -0.57
O -5.554 -5.880 1.539  0.18
O -3.668 -5.724 2.775  0.08
H -2.358 -4.852 4.110  0.14
H -2.046 -4.516 2.390  0.14
H -4.263 -3.340 4.154  0.14
H -3.353 -2.521 2.856  0.13
C -4.244 0.187 -6.462  -0.10
C -4.274 1.699 -6.618  -0.09
O -5.271 2.079 -5.656  0.08
C -5.380 1.108 -4.737  -0.57
O -6.018 1.189 -3.730  0.14
O -4.667 0.021 -5.097  0.05
H -3.260 -0.255 -6.589  0.13
H -4.964 -0.315 -7.108  0.14
H -3.330 2.167 -6.338  0.13
H -4.579 2.041 -7.602  0.14
C 4.934 0.875 -0.673  -0.11
C 5.048 -0.641 -0.724  -0.10
O 6.334 -0.819 -1.328  0.07
C 7.079 0.280 -1.096  -0.57
O 8.250 0.371 -1.283  0.16
O 6.307 1.281 -0.601  0.05
H 4.400 1.249 0.196  0.12
H 4.496 1.292 -1.582  0.13
H 5.067 -1.088 0.271  0.12
H 4.280 -1.114 -1.329  0.12
C 5.224 0.207 4.664  -0.10
C 4.903 0.419 3.197  -0.12
O 5.010 -0.912 2.674  0.03
C 4.810 -1.794 3.687  -0.58
O 4.664 -2.965 3.534  0.16
O 4.792 -1.150 4.868  0.07
H 4.680 0.862 5.337  0.14
H 6.290 0.279 4.862  0.13
H 3.883 0.777 3.037  0.13
H 5.611 1.063 2.694  0.11
C 9.178 2.013 1.757  -0.09
C 9.399 3.516 1.788  -0.10
O 8.211 3.987 2.438  0.07
C 7.687 2.983 3.157  -0.59
O 6.771 3.098 3.914  0.15
O 8.323 1.820 2.902  0.05
H 10.085 1.428 1.869  0.14
H 8.641 1.687 0.867  0.11
H 10.259 3.802 2.394  0.13
H 9.472 3.971 0.805  0.14


Record 4
ORCA calculation (ωB97M-V/def2-TZVPD) on a molecular structure, C3H3HgMgO4.

- net charge = +1
- energy above the lowest of the compared OMol25 structures with the same formula, charge and spin (kJ/mol) = 0.29
- gap between HOMO and LUMO (spin up / spin down) (eV) = 5.4183 / 8.4604
- E_HOMO (spin up / spin down) (eV) = -10.52 / -14.41
- spin multiplicity = 3

Last column: Mulliken spin population.
Geometry (Å):
H 0.982 1.770 0.973  0.00
C 1.347 1.445 -0.158  0.01
C 0.036 0.814 -0.069  0.00
O 0.017 -0.434 0.288  0.01
C -1.219 -1.167 0.343  -0.08
O -2.214 -0.596 0.789  0.00
O -1.123 -2.324 -0.067  -0.01
O 2.400 0.707 -0.375  0.08
Mg -3.259 -2.539 0.459  1.09
H 1.186 2.378 -0.757  0.01
H -0.839 1.212 -0.598  0.00
Hg 2.687 -1.266 -0.828  0.88


Record 5
ORCA calculation (ωB97M-V/def2-TZVPD) on 9 unconnected molecules or ions with the total composition C41H108N10O13.

- net charge = 0
- energy above the lowest of the compared OMol25 structures with the same formula, charge and spin (kJ/mol) = 0.00
- structure (SMILES) = COC[C@H](C)N.COC[C@H](C)N.COC[C@H](C)N.COC[C@H](C)N.COCCNCCOC.COCCNCCOC.COCCNCCOC.COCCNCCOC.NC(N)=O
- gap between HOMO and LUMO (eV) = 9.0383
- E_HOMO (eV) = -8.55
- spin multiplicity = 1

Last column: Löwdin charge in e.
Geometry (Å):
C 3.247 5.991 -17.350  -0.69
O 4.354 6.290 -17.779  0.00
N 3.006 5.629 -16.052  0.14
N 2.107 5.988 -18.123  0.17
H 2.031 5.550 -15.749  0.03
H 3.797 5.655 -15.429  0.06
H 1.249 5.589 -17.784  0.05
H 2.159 6.272 -19.081  0.08
C 5.787 12.334 -15.437  -0.11
O 5.334 11.000 -15.500  -0.19
C 4.557 10.743 -16.648  -0.24
C 3.685 9.551 -16.391  -0.22
N 2.591 9.850 -15.467  -0.03
C 1.583 8.776 -15.503  -0.20
C 0.591 9.002 -16.617  -0.22
O -0.454 8.056 -16.478  -0.24
C -1.358 8.133 -17.565  -0.10
H 6.421 12.420 -14.561  0.08
H 4.929 13.014 -15.358  0.09
H 6.326 12.601 -16.354  0.09
H 5.238 10.537 -17.488  0.13
H 3.932 11.598 -16.937  0.12
H 4.311 8.724 -16.016  0.12
H 3.337 9.152 -17.348  0.12
H 2.992 9.846 -14.537  0.10
H 1.016 8.766 -14.572  0.09
H 2.120 7.823 -15.587  0.09
H 1.034 9.009 -17.623  0.12
H 0.199 10.031 -16.544  0.13
H -1.774 9.142 -17.644  0.10
H -2.138 7.399 -17.355  0.08
H -0.902 7.852 -18.521  0.07
C -4.788 4.971 -17.328  -0.11
O -3.932 4.582 -18.364  -0.18
C -2.810 3.852 -17.892  -0.23
C -1.797 3.692 -19.002  -0.20
N -1.078 4.937 -19.210  -0.05
C -0.261 4.963 -20.409  -0.20
C -0.201 6.361 -21.012  -0.24
O -1.515 6.859 -21.117  -0.20
C -1.546 8.193 -21.595  -0.10
H -5.811 5.042 -17.698  0.09
H -4.509 5.959 -16.939  0.08
H -4.780 4.247 -16.507  0.09
H -3.149 2.871 -17.531  0.13
H -2.352 4.375 -17.040  0.09
H -2.340 3.419 -19.919  0.13
H -1.154 2.863 -18.694  0.12
H -1.735 5.701 -19.142  0.09
H -0.742 4.372 -21.207  0.12
H 0.731 4.563 -20.200  0.11
H 0.289 6.266 -21.989  0.13
H 0.379 7.053 -20.381  0.10
H -2.518 8.596 -21.316  0.09
H -1.402 8.214 -22.678  0.09
H -0.781 8.806 -21.105  0.08
C 0.242 3.276 -10.598  -0.09
O 0.078 4.154 -9.502  -0.21
C 0.767 3.754 -8.334  -0.23
C -0.070 4.110 -7.124  -0.21
N -1.265 3.269 -7.083  -0.05
C -2.208 3.684 -6.070  -0.23
C -3.580 3.071 -6.279  -0.22
O -4.384 3.849 -7.151  -0.21
C -5.268 4.714 -6.452  -0.11
H -0.300 3.750 -11.417  0.06
H -0.270 2.326 -10.403  0.09
H 1.291 3.110 -10.852  0.09
H 1.788 4.149 -8.255  0.10
H 0.888 2.660 -8.365  0.12
H -0.292 5.187 -7.163  0.11
H 0.541 3.885 -6.243  0.12
H -1.663 3.337 -8.017  0.11
H -2.333 4.781 -6.021  0.11
H -1.818 3.415 -5.082  0.12
H -4.074 2.919 -5.311  0.12
H -3.508 2.069 -6.711  0.13
H -4.737 5.318 -5.713  0.09
H -6.110 4.170 -6.015  0.09
H -5.686 5.368 -7.220  0.07
C -7.448 13.291 -7.185  -0.12
O -7.693 11.944 -6.886  -0.18
C -8.207 11.186 -7.947  -0.23
C -7.131 10.747 -8.919  -0.23
N -6.267 9.755 -8.329  -0.07
C -5.157 9.361 -9.171  -0.21
C -4.417 8.215 -8.520  -0.23
O -3.375 7.781 -9.362  -0.23
C -2.761 6.597 -8.858  -0.08
H -6.820 13.465 -8.065  0.08
H -6.915 13.734 -6.342  0.09
H -8.378 13.866 -7.289  0.09
H -8.997 11.692 -8.522  0.12
H -8.678 10.294 -7.528  0.13
H -6.578 11.641 -9.261  0.11
H -7.563 10.316 -9.830  0.12
H -6.003 10.012 -7.387  0.12
H -4.467 10.184 -9.404  0.12
H -5.608 8.981 -10.093  0.10
H -5.148 7.411 -8.343  0.11
H -3.985 8.470 -7.540  0.13
H -2.458 6.768 -7.815  0.09
H -1.879 6.347 -9.441  0.08
H -3.551 5.838 -8.865  0.08
C 5.946 4.781 -12.793  -0.05
C 4.814 5.712 -12.377  -0.45
C 5.122 6.380 -11.044  -0.23
O 5.420 5.483 -10.011  -0.17
C 4.324 4.717 -9.569  -0.11
N 4.570 6.690 -13.442  0.04
H 5.809 4.491 -13.837  0.08
H 5.913 3.858 -12.216  0.08
H 6.913 5.276 -12.693  0.09
H 3.914 5.100 -12.263  0.12
H 4.297 7.063 -10.771  0.12
H 5.979 7.051 -11.173  0.13
H 3.430 5.345 -9.440  0.08
H 4.610 4.291 -8.613  0.09
H 4.023 3.966 -10.309  0.08
H 5.411 7.233 -13.644  0.09
H 3.981 7.436 -13.064  0.07
C -0.356 10.417 -12.524  -0.06
C -1.021 9.585 -11.457  -0.43
C -0.403 9.901 -10.103  -0.22
O 0.950 9.535 -9.986  -0.17
C 1.111 8.187 -9.594  -0.11
N -2.431 10.016 -11.325  0.06
H -0.755 10.242 -13.532  0.06
H 0.729 10.297 -12.594  0.07
H -0.515 11.491 -12.381  0.09
H -0.961 8.511 -11.679  0.12
H -1.066 9.500 -9.324  0.12
H -0.423 10.985 -9.966  0.13
H 0.914 7.478 -10.404  0.08
H 0.537 7.987 -8.682  0.09
H 2.152 8.033 -9.292  0.08
H -2.863 9.256 -10.804  0.03
H -2.909 10.100 -12.231  0.01
C 0.479 6.127 -13.410  -0.03
C -0.230 5.111 -14.292  -0.40
C -1.736 5.242 -14.103  -0.20
O -2.055 4.983 -12.749  -0.20
C -3.253 5.567 -12.260  -0.07
N 0.141 5.313 -15.684  0.05
H 1.537 6.179 -13.675  0.06
H 0.349 5.861 -12.362  0.06
H 0.061 7.127 -13.555  0.07
H 0.042 4.101 -13.973  0.14
H -2.270 4.458 -14.668  0.12
H -2.067 6.206 -14.513  0.10
H -4.108 5.337 -12.910  0.09
H -3.149 6.656 -12.269  0.07
H -3.387 5.198 -11.249  0.08
H -0.271 4.625 -16.306  0.07
H -0.173 6.233 -16.018  0.06
C -3.508 8.309 -14.509  -0.05
C -4.573 9.373 -14.309  -0.39
C -5.624 9.003 -13.286  -0.22
O -6.135 7.729 -13.567  -0.18
C -7.293 7.453 -12.804  -0.10
N -3.887 10.623 -13.846  0.03
H -3.928 7.321 -14.685  0.07
H -2.904 8.265 -13.598  0.06
H -2.829 8.588 -15.316  0.06
H -5.002 9.639 -15.285  0.14
H -6.384 9.786 -13.200  0.13
H -5.064 8.926 -12.337  0.12
H -7.028 7.415 -11.737  0.09
H -7.723 6.511 -13.127  0.09
H -8.030 8.261 -12.894  0.09
H -3.327 10.956 -14.623  0.08
H -4.592 11.331 -13.662  0.08


Record 6
ORCA calculation (ωB97M-V/def2-TZVPD) on C3H10N2O in the gas phase.

- net charge = 0
- energy above the lowest of the compared OMol25 structures with the same formula, charge and spin (kJ/mol) = 103.27
- structure (SMILES) = NC[C@@H](N)CO
- gap between HOMO and LUMO (eV) = 10.3842
- E_HOMO (eV) = -9.46
- spin multiplicity = 1

Last column: Löwdin charge in e.
Geometry (Å):
N 0.352 1.494 0.986  0.03
C -0.152 0.228 0.425  -0.42
C -1.000 0.560 -0.797  -0.25
O -2.037 1.468 -0.498  -0.04
C 0.865 -0.836 0.134  -0.27
N 0.278 -2.145 -0.111  0.01
H 1.182 1.349 1.547  0.07
H 0.727 2.107 0.270  0.07
H -0.843 -0.111 1.200  0.14
H -0.326 0.931 -1.590  0.12
H -1.413 -0.373 -1.186  0.12
H -1.710 1.955 0.239  0.05
H 1.432 -0.482 -0.749  0.12
H 1.624 -0.902 0.919  0.11
H 0.232 -2.341 -1.095  0.06
H 0.788 -2.903 0.305  0.06


Number 1: energy -36089.4003 eV. Number 2: energy -111292.6881 eV. Number 3: energy -93981.1518 eV. Number 4: energy -20959.1042 eV. Number 5: energy -85781.6051 eV. Number 6: energy -8300.4337 eV.